Model a:
Density functional theory data (wB97M-V/def2-TZVPD) for a 2-piece molecular cluster, C4H8O3 overall.

Structure (XYZ):
```
15
Properties=species:S:1:pos:R:3:lowdin_charge:R:1
C -1.88166 0.67540 -0.82177 -0.036
C -0.58703 0.29783 -0.09822 -0.433
O -0.78389 -0.73220 0.83753 -0.032
C 0.45120 -0.14243 -1.11025 -0.214
O 0.81666 -1.29737 -1.17105 0.044
H -1.72154 1.50702 -1.51766 0.084
H -2.63034 0.97822 -0.08519 0.085
H -2.27477 -0.18122 -1.37978 0.089
H -0.18971 1.17547 0.42617 0.139
H -0.46885 -1.54045 0.39662 0.088
H 0.82176 0.61878 -1.82084 0.141
C 2.11000 -0.34958 1.59134 -0.114
O 2.13818 0.68447 0.96760 -0.013
H 1.99233 -1.32831 1.09267 0.083
H 2.20767 -0.36563 2.69282 0.091
```

The value obtained for the LUMO energy is 0.822 eV. The gap between HOMO and LUMO comes out at 10.986 eV. The SMILES is C[C@@H](O)C=O.C=O. As for the spin multiplicity: 1.

***

Model b:
Density functional theory data (wB97M-V/def2-TZVPD) for C4H8O3 as an isolated structure.

Structure (XYZ):
```
15
Properties=species:S:1:pos:R:3:lowdin_charge:R:1
C -2.42423 -0.13055 0.09462 -0.090
O -1.20739 0.60580 0.23870 -0.247
C -0.39812 0.92208 -1.07410 -0.213
O -1.01710 0.79232 -2.07349 0.056
C 0.47868 -0.16633 0.51727 0.043
C 1.86090 0.07780 -0.06626 -0.310
O 2.72654 -0.65490 0.78688 -0.066
H -2.29380 -0.97019 -0.59983 0.090
H -2.73665 -0.48485 1.07940 0.089
H -3.18439 0.54033 -0.31283 0.093
H 0.43129 0.15832 1.55351 0.115
H 0.14222 -1.19524 0.39072 0.118
H 1.90873 -0.28221 -1.10129 0.115
H 2.08216 1.14975 -0.05572 0.115
H 3.63115 -0.36214 0.62241 0.093
```

The value obtained for the LUMO energy is 0.223 eV. The gap between HOMO and LUMO comes out at 8.874 eV. As for the spin multiplicity: 1.

***

Model c:
Density functional theory data (wB97M-V/def2-TZVPD) for one molecule with the formula C4H8O3.

Structure (XYZ):
```
15
Properties=species:S:1:pos:R:3:lowdin_charge:R:1
C 1.82650 -0.08812 1.56998 -0.099
O 0.83830 0.91179 1.66131 -0.162
C -0.41292 0.49760 1.19161 -0.135
C -0.50874 0.51821 -0.33292 -0.478
O -0.26941 1.48933 -1.00524 0.122
O -0.94648 -0.64529 -0.84119 -0.039
C -1.20017 -0.60238 -2.24960 -0.047
H 2.74312 0.32766 1.99555 0.093
H 2.02176 -0.38278 0.52867 0.094
H 1.54348 -0.98736 2.13936 0.092
H -0.69572 -0.48823 1.58791 0.131
H -1.13229 1.24319 1.54125 0.141
H -2.00610 0.10718 -2.45925 0.099
H -0.30595 -0.28840 -2.79362 0.096
H -1.49535 -1.61239 -2.53381 0.093
```

The value obtained for the LUMO energy is 0.873 eV. The gap between HOMO and LUMO comes out at 10.911 eV. The SMILES is COCC(=O)OC. As for the spin multiplicity: 1.

***

Model d:
Density functional theory data (wB97M-V/def2-TZVPD) for C4H8O3 as an isolated structure.

Structure (XYZ):
```
15
Properties=species:S:1:pos:R:3:lowdin_charge:R:1
O -1.14178 1.78106 0.24350 -0.098
C -1.34361 0.60541 -0.48996 -0.339
C -0.78246 -0.64129 0.14339 -0.098
C 0.72734 -0.61997 0.06950 -0.365
O 1.31909 -0.98109 -0.92827 0.099
C 1.48499 -0.06931 1.25511 -0.202
O 2.86207 -0.10432 1.04869 -0.038
H -2.18720 1.48469 0.12302 0.121
H -1.15590 0.71680 -1.55605 0.132
H -2.57780 0.45796 -0.45200 0.168
H -1.16192 -1.48981 -0.42989 0.132
H -1.12726 -0.69120 1.18317 0.132
H 1.10881 0.95532 1.41779 0.135
H 1.20568 -0.65280 2.14694 0.137
H 2.98472 -0.42692 0.14009 0.083
```

The value obtained for the LUMO energy is 0.351 eV. The gap between HOMO and LUMO comes out at 10.647 eV. As for the spin multiplicity: 1.

***

Ordering by calculated energy gives the sequence model c, model a, model d, model b, with the first entry being the most stable.

***

Model a:
Density functional theory data (wB97M-V/def2-TZVPD) for a 2-piece molecular cluster, C4H8O3 overall.

Structure (XYZ):
```
15
Properties=species:S:1:pos:R:3:lowdin_charge:R:1
C -0.00746 -1.29406 -0.50497 -0.022
C 0.81731 -0.37353 0.53076 -0.511
C 0.26837 -0.45368 1.92478 -0.030
O 1.91625 0.02452 0.24883 0.062
H -1.06827 -1.04435 -0.49338 0.069
H 0.43256 -1.30284 -1.50208 0.074
H 0.07207 -2.30045 -0.08861 0.072
H 0.03381 -1.47370 2.20640 0.082
H 0.97956 -0.02555 2.62312 0.087
H -0.63840 0.14734 1.95533 0.079
O -0.51672 1.80572 0.18490 0.071
C -0.37751 1.68358 -1.00173 -0.396
O -1.37820 1.33246 -1.82153 0.083
H 0.55856 1.97649 -1.50852 0.154
H -1.09192 1.29805 -2.75329 0.125
```

The value obtained for the LUMO energy is 0.476 eV. The gap between HOMO and LUMO comes out at 9.854 eV. The SMILES is CC(C)=O.O=CO. As for the spin multiplicity: 1.

***

Model b:
Density functional theory data (wB97M-V/def2-TZVPD) for one molecule with the formula C4H8O3.

Structure (XYZ):
```
15
Properties=species:S:1:pos:R:3:lowdin_charge:R:1
O 0.83384 0.53998 -2.09042 -0.066
C 1.28265 0.62721 -0.75547 -0.258
C 0.24223 0.71284 0.34224 -0.132
C -0.23987 -0.99874 0.99228 -0.265
O -0.61866 -0.72740 2.29290 -0.041
C -1.19585 -0.11383 -0.25307 -0.131
O -0.94105 1.25313 -0.21606 -0.073
H 0.16459 1.23451 -2.17983 0.092
H 2.00944 -0.17699 -0.60360 0.124
H 1.79923 1.58166 -0.56925 0.126
H -0.79159 -1.90365 0.70495 0.131
H 0.81562 -1.26874 0.85921 0.120
H -0.18231 0.11242 2.51895 0.100
H -2.13932 -0.34369 0.22840 0.139
H -1.04400 -0.55663 -1.23696 0.133
```

The value obtained for the LUMO energy is 0.737 eV. The gap between HOMO and LUMO comes out at 9.167 eV. As for the spin multiplicity: 1.

***

Ordering by calculated energy gives the sequence model a, model b, with the first entry being the most stable.

***

Model a:
Density functional theory data (wB97M-V/def2-TZVPD) for a 2-piece molecular cluster, C4H8O3 overall.

Structure (XYZ):
```
15
Properties=species:S:1:pos:R:3:lowdin_charge:R:1
C 1.62685 0.31256 -1.42419 -0.038
C 0.55009 0.42334 -0.34761 -0.432
O 0.08574 1.73839 -0.20025 -0.023
C -0.61368 -0.49074 -0.67659 -0.227
O -1.74151 -0.05167 -0.78094 0.038
H 2.05939 -0.69443 -1.43832 0.084
H 2.42277 1.02898 -1.20601 0.085
H 1.21834 0.54041 -2.41404 0.088
H 0.97324 0.07480 0.60534 0.136
H -0.85077 1.71488 -0.46304 0.085
H -0.39191 -1.55728 -0.84869 0.137
C -1.34662 -0.75455 2.30447 -0.095
O -0.47776 -1.42523 1.80064 -0.015
H -2.16950 -0.32598 1.70290 0.088
H -1.34466 -0.53349 3.38633 0.089
```

The value obtained for the LUMO energy is 0.527 eV. The gap between HOMO and LUMO comes out at 10.791 eV. The SMILES is C[C@@H](O)C=O.C=O. As for the spin multiplicity: 1.

***

Model b:
Density functional theory data (wB97M-V/def2-TZVPD) for one molecule with the formula C4H8O3.

Structure (XYZ):
```
15
Properties=species:S:1:pos:R:3:lowdin_charge:R:1
C -0.69420 -1.23947 -1.04889 -0.101
C -0.08960 -1.12032 0.35132 -0.176
C 0.13452 0.30112 0.90920 -0.331
O 0.99681 0.25959 2.01148 -0.009
C 0.72450 1.23776 -0.14241 -0.474
O 1.88753 1.55393 -0.13600 0.129
O -0.11575 1.69334 -1.08472 0.123
H -0.08790 -0.73026 -1.80533 0.078
H -1.71798 -0.84518 -1.10822 0.078
H -0.74756 -2.29321 -1.33679 0.078
H -0.71470 -1.65153 1.07740 0.118
H 0.89021 -1.60841 0.36741 0.124
H -0.82417 0.72846 1.24160 0.160
H 1.85323 0.58631 1.68498 0.096
H -0.99313 1.30519 -0.95077 0.107
```

The value obtained for the LUMO energy is 0.578 eV. The gap between HOMO and LUMO comes out at 11.221 eV. The SMILES is CC[C@@H](O)C(=O)O. As for the spin multiplicity: 1.

***

Model c:
Density functional theory data (wB97M-V/def2-TZVPD) for one molecule with the formula C4H8O3.

Structure (XYZ):
```
15
Properties=species:S:1:pos:R:3:lowdin_charge:R:1
O 0.19983 0.34737 2.04438 -0.070
C 1.34441 0.22752 1.21272 -0.267
C 0.93935 0.52907 -0.18875 -0.060
C -0.21102 0.18054 -0.77394 -0.306
O -0.60854 0.91187 -1.85462 0.042
C -1.09587 -1.00636 -0.49286 -0.185
O -2.37379 -0.93682 -1.07293 -0.042
H 0.45006 0.08185 2.93651 0.089
H 1.79127 -0.77044 1.30735 0.117
H 2.10641 0.96464 1.50526 0.114
H 1.63368 1.10728 -0.79446 0.113
H -0.10685 1.72959 -1.70843 0.115
H -0.55110 -1.89191 -0.86278 0.135
H -1.20298 -1.11428 0.58825 0.123
H -2.31487 -0.35993 -1.84569 0.080
```

The value obtained for the LUMO energy is 0.778 eV. The gap between HOMO and LUMO comes out at 9.438 eV. The SMILES is OC/C=C(/O)CO. As for the spin multiplicity: 1.

***

Ordering by calculated energy gives the sequence model b, model a, model c, with the first entry being the most stable.

***

Model a:
Density functional theory data (wB97M-V/def2-TZVPD) for one molecule with the formula C4H8O3.

Structure (XYZ):
```
15
Properties=species:S:1:pos:R:3:lowdin_charge:R:1
C -1.68118 1.01090 -0.71131 -0.044
C -0.29596 0.68984 -0.15420 -0.429
O -0.32507 1.00032 1.21997 -0.034
C 0.04629 -0.77585 -0.41649 -0.111
O 1.46754 -1.05305 -0.41351 -0.009
C 2.08906 -1.13578 0.75459 -0.324
O 1.60643 -0.92491 1.84363 0.065
H -2.37261 0.16994 -0.58230 0.084
H -1.64376 1.27244 -1.77316 0.082
H -2.08324 1.85946 -0.15335 0.084
H 0.45942 1.29944 -0.67988 0.149
H 0.33308 0.45276 1.67650 0.055
H -0.26700 -1.07541 -1.41875 0.135
H -0.44811 -1.41006 0.32800 0.145
H 3.13549 -1.42920 0.59839 0.151
```

The value obtained for the LUMO energy is 0.843 eV. The gap between HOMO and LUMO comes out at 11.087 eV. The SMILES is C[C@@H](O)COC=O. As for the spin multiplicity: 1.

***

Model b:
Density functional theory data (wB97M-V/def2-TZVPD) for a 2-piece molecular cluster, C4H8O3 overall.

Structure (XYZ):
```
15
Properties=species:S:1:pos:R:3:lowdin_charge:R:1
O -1.93835 1.69796 -1.16798 -0.002
C -1.12998 0.66551 -0.77691 -0.064
C -1.03882 -0.80157 0.65856 0.025
C 0.31949 -0.95801 0.15955 -0.506
O 0.54426 -1.25320 -1.01360 0.025
C 1.48644 -0.34696 0.93513 -0.189
O 2.03140 0.67338 0.11827 -0.070
H -1.41985 2.51751 -1.19790 0.110
H -0.11999 1.01426 -0.60301 0.080
H -1.31164 -0.18325 -1.40799 0.090
H -1.73852 -1.55676 0.29186 0.086
H -1.09000 -0.73197 1.75446 0.080
H 1.17619 0.10228 1.88248 0.121
H 2.23045 -1.13026 1.14259 0.127
H 1.99892 0.29109 -0.77552 0.087
```

The value obtained for the LUMO energy is 0.474 eV. The gap between HOMO and LUMO comes out at 9.906 eV. As for the spin multiplicity: 1.

***

Model c:
Density functional theory data (wB97M-V/def2-TZVPD) for a 2-piece molecular cluster, C4H8O3 overall.

Structure (XYZ):
```
15
Properties=species:S:1:pos:R:3:lowdin_charge:R:1
C 0.57257 2.22515 0.30218 -0.041
C 0.92188 0.77958 0.46366 -0.375
O 2.23214 0.46855 0.80667 0.024
C 0.05456 -0.21011 0.27265 -0.158
O 0.33692 -1.54133 0.39249 -0.004
H 1.30971 2.72546 -0.32343 0.083
H 0.53993 2.73297 1.26790 0.084
H -0.40052 2.32026 -0.16801 0.082
H 2.66934 1.26311 1.13583 0.102
H -0.97121 -0.01967 0.00387 0.115
H 1.26852 -1.62558 0.63000 0.099
C -2.13372 -2.28423 -1.19525 -0.169
O -3.24064 -1.83861 -1.26151 -0.001
H -1.73347 -2.76339 -0.28958 0.075
H -1.42601 -2.23216 -2.03747 0.085
```

The value obtained for the LUMO energy is 0.611 eV. The gap between HOMO and LUMO comes out at 8.948 eV. The SMILES is C/C(O)=C/O.C=O. As for the spin multiplicity: 1.

***

Ordering by calculated energy gives the sequence model a, model c, model b, with the first entry being the most stable.

***

Model a:
Density functional theory data (wB97M-V/def2-TZVPD) for one molecule with the formula C4H8O3.

Structure (XYZ):
```
15
Properties=species:S:1:pos:R:3:lowdin_charge:R:1
C 2.28104 0.07285 0.33455 -0.044
O 0.89602 0.27378 0.42111 -0.084
C 0.08125 -0.71834 0.04083 -0.516
O 0.39834 -1.74034 -0.51982 0.129
C -1.28721 -0.17756 0.25278 -0.261
C -1.14484 1.01786 -0.91879 0.007
O -2.29033 -1.16915 0.38196 -0.005
H 2.55221 -0.59888 1.14772 0.100
H 2.72123 1.05995 0.47872 0.097
H 2.55689 -0.34712 -0.63397 0.099
H -1.34730 0.33873 1.21291 0.149
H -0.40156 1.80157 -0.64982 0.083
H -2.08497 1.53113 -1.08357 0.062
H -0.74391 0.62883 -1.87243 0.084
H -2.16346 -1.95446 -0.17182 0.101
```

The value obtained for the LUMO energy is 0.783 eV. The gap between HOMO and LUMO comes out at 10.984 eV. The SMILES is COC(=O)[C@@H](C)O. As for the spin multiplicity: 1.

***

Model b:
Density functional theory data (wB97M-V/def2-TZVPD) for one molecule with the formula C4H8O3.

Structure (XYZ):
```
15
Properties=species:S:1:pos:R:3:lowdin_charge:R:1
C 1.24370 1.47008 -0.12908 -0.043
C 0.14098 0.52629 -0.56883 -0.414
O 0.70319 -0.70993 -0.96790 -0.042
C -0.93288 0.31819 0.51440 -0.117
O -1.69340 -0.82935 0.11470 -0.016
C -1.02758 -1.98752 0.21021 -0.339
O -0.13170 -2.22830 0.98790 0.051
H 1.74474 1.05767 0.75509 0.089
H 0.86902 2.47009 0.11298 0.085
H 1.98203 1.53933 -0.93343 0.086
H -0.36701 0.91223 -1.46050 0.151
H 1.01377 -1.16408 -0.16310 0.085
H -1.63515 1.15755 0.55131 0.137
H -0.49974 0.16537 1.50983 0.131
H -1.40997 -2.69761 -0.53359 0.156
```

The value obtained for the LUMO energy is 0.936 eV. The gap between HOMO and LUMO comes out at 11.360 eV. The SMILES is C[C@@H](O)COC=O. As for the spin multiplicity: 1.

***

Ordering by calculated energy gives the sequence model b, model a, with the first entry being the most stable.

***

Model a:
Density functional theory data (wB97M-V/def2-TZVPD) for a 4-piece molecular cluster, C3H12NO3 overall.

Structure (XYZ):
```
19
Properties=species:S:1:pos:R:3:mulliken_spin:R:1
C 0.43313 -1.91283 0.03680 -0.082
C 1.13372 -2.72485 -0.79312 0.215
C -0.51590 0.19302 0.48958 0.651
N -0.19553 -0.67670 -0.31813 0.152
H 0.38290 -2.30269 1.08276 -0.007
H 1.35934 -2.39254 -1.84251 0.005
H 1.67604 -3.52265 -0.30461 0.005
H -0.82830 1.14270 0.21917 0.060
H -0.48537 0.04422 1.63253 -0.022
H -0.26689 -0.55512 -1.35602 -0.007
H 2.06738 1.43343 -0.83242 -0.010
H 1.45026 2.39754 -1.69578 -0.001
O 1.36313 1.50800 -1.43524 0.028
H -1.46146 -0.23000 4.32454 0.000
H -0.92712 1.23154 4.08454 0.000
O -1.03555 0.48413 3.57607 0.012
H -1.15180 1.97530 -3.01509 0.001
H -1.78725 2.29600 -1.74356 -0.001
O -1.21072 1.61151 -2.10950 0.002
```

The value obtained for the LUMO energy (spin up / spin down) is 0.564 / 0.541 eV. The gap between HOMO and LUMO (spin up / spin down) comes out at 4.977 / 9.030 eV. As for the spin multiplicity: 2.

***

Model b:
Density functional theory data (wB97M-V/def2-TZVPD) for a 3-piece molecular cluster, C3H12NO3 overall.

Structure (XYZ):
```
19
Properties=species:S:1:pos:R:3:mulliken_spin:R:1
O 1.69376 -1.65401 -1.22726 0.188
C 0.87849 -2.20042 -0.55364 0.540
C 0.39602 -1.44509 0.76877 0.077
N 0.30819 -0.02227 0.43216 0.066
C 0.69294 0.75433 1.63630 0.138
H 0.46074 -3.28135 -0.70088 0.020
H -0.57342 -1.91560 1.13800 0.015
H 1.12398 -1.62697 1.69144 0.037
H 0.79067 0.27151 -0.38721 0.003
H -0.65279 0.39815 0.16869 -0.080
H 1.66473 1.31928 1.42603 0.004
H 0.72039 0.12391 2.51561 -0.088
H -0.01438 1.63031 1.82065 0.005
H -0.84245 1.25451 -2.82399 -0.026
H 0.57110 0.98704 -3.31877 -0.005
O -0.09760 0.83278 -2.51873 0.078
H -2.61033 2.18832 -0.39923 -0.010
H -2.56485 0.89432 0.36735 -0.017
O -1.94521 1.49127 -0.03529 0.057
```

The value obtained for the LUMO energy (spin up / spin down) is 0.060 / -0.118 eV. The gap between HOMO and LUMO (spin up / spin down) comes out at 3.207 / 7.580 eV. As for the spin multiplicity: 2.

***

Ordering by calculated energy gives the sequence model a, model b, with the first entry being the most stable.